(1)
DFT (ωB97M-V/def2-TZVPD) results for 2 unconnected molecules or ions with the total composition C7H14O2.

Element x y z (Å)
C: 0.33 2.88 0.73
H: 0.53 2.50 1.73
H: 0.02 -2.40 -0.58
C: 0.86 -2.21 1.39
H: 1.63 -1.75 -0.57
H: -1.77 0.76 -0.18
O: -1.34 -1.74 -3.10
H: -0.17 4.57 1.53
C: 0.12 -0.31 -0.09
H: 1.26 -3.23 1.41
H: -1.93 -1.00 -0.14
C: -1.34 -0.16 0.22
C: 0.68 -1.71 -0.04
C: 0.46 2.15 -0.37
H: -1.12 -0.85 -3.38
C: 0.91 0.73 -0.34
H: -1.24 -1.70 -2.14
H: 0.25 2.60 -1.33
H: 1.53 -1.56 1.94
O: -0.05 4.20 0.65
H: -0.10 -2.24 1.91
H: -1.50 -0.11 1.31
H: 1.97 0.57 -0.55

Values from the calculation:
ΔE to the lowest compared entry with this formula, charge and spin: 1.449 eV
E_HOMO: -8.93 eV
Structure (SMILES): CC/C(C)=C/C=C/O.O
Maximum force: 0.011 hartree/bohr
HOMO-LUMO gap: 9.632 eV
Electronic energy: -425.55198 a.u.
Total charge: 0

Atomic partial charges in e from the natural (NBO) method, atoms 1 to 6: atom 1 (C): 0.14, atom 2 (H): 0.17, atom 3 (H): 0.19, atom 4 (C): -0.60, atom 5 (H): 0.21, atom 6 (H): 0.23

=====

(2)
DFT (ωB97M-V/def2-TZVPD) results for 10 unconnected molecules or ions with the total composition CH22O10 in a non-equilibrium geometry.

Element x y z (Å)
O: -17.28 18.61 -22.78
H: -15.12 15.08 -24.51
H: -16.74 15.62 -20.95
O: -16.26 15.98 -23.00
O: -13.73 16.76 -21.60
O: -14.27 14.95 -24.94
H: -18.96 15.31 -21.18
H: -14.58 16.65 -22.00
H: -17.02 14.82 -19.70
H: -15.37 17.97 -25.65
H: -14.86 17.23 -24.43
O: -14.86 18.09 -24.85
H: -15.82 11.45 -23.44
H: -17.17 11.32 -22.75
H: -19.78 15.87 -20.05
H: -16.86 13.98 -23.63
H: -16.99 17.69 -22.78
O: -16.81 15.70 -20.00
H: -17.50 18.86 -21.88
C: -17.20 14.98 -23.36
H: -14.19 13.11 -23.91
H: -13.77 11.88 -24.68
H: -17.83 14.83 -26.96
O: -14.25 12.16 -23.90
H: -13.67 16.06 -20.95
H: -14.42 15.24 -25.84
O: -19.82 15.68 -20.98
H: -17.90 15.38 -24.09
H: -18.02 18.73 -23.37
H: -17.95 14.78 -22.60
H: -16.93 16.05 -26.88
O: -16.52 10.82 -23.25
O: -16.91 15.09 -26.99

Values from the calculation:
ΔE to the lowest compared entry with this formula, charge and spin: 2.645 eV
E_HOMO (alpha / beta): -13.25 / -13.25 eV
2S+1: 2
Maximum force: 0.044 hartree/bohr
HOMO-LUMO gap (alpha / beta): 8.365 / 4.966 eV
Electronic energy: -803.24816 a.u.
Total charge: +1

Atomic partial charges in e from the natural (NBO) method, atoms 1 to 6: atom 1 (O): -0.73, atom 2 (H): 0.45, atom 3 (H): 0.44, atom 4 (O): -0.37, atom 5 (O): -0.92, atom 6 (O): -0.93

=====

(3)
DFT (ωB97M-V/def2-TZVPD) results for a molecular structure, C22H24BF9NORu in a non-equilibrium geometry.

Element x y z (Å)
C: -2.09 -3.38 0.25
H: -0.01 -4.01 0.20
F: 3.31 -0.94 2.29
H: -4.73 -0.68 1.35
F: 2.40 -0.94 -1.89
F: 0.87 -3.29 2.62
H: -5.52 0.96 3.00
Ru: -0.43 -0.50 -0.40
C: -3.83 -3.42 -1.62
H: -3.70 1.35 -0.99
F: -0.85 1.61 0.84
C: -2.82 0.28 1.06
F: 2.15 0.20 0.85
C: 0.92 0.34 3.41
C: -4.58 -2.75 -2.57
H: -5.50 1.34 -2.70
H: -5.05 -0.89 -3.49
H: 1.76 0.29 4.09
C: -2.04 1.38 1.49
C: -4.53 1.06 2.58
F: 2.15 -1.95 0.76
C: 0.89 -0.89 2.48
H: -3.61 -4.67 1.11
F: 0.52 -0.73 -3.03
F: -0.40 -2.20 3.96
C: -2.07 1.15 -2.40
H: -2.54 -5.48 -0.05
H: -4.32 2.62 -2.95
C: -3.52 0.87 -1.97
H: 1.00 1.24 2.81
H: -0.86 -4.21 -1.34
H: -4.28 1.19 -3.98
C: -0.75 -3.57 -0.47
C: -3.72 2.12 3.00
H: -1.82 3.11 2.70
H: -1.30 0.74 -1.68
C: -4.50 -1.37 -2.70
H: -3.85 -4.49 -1.57
B: 1.12 -0.73 -1.83
O: -0.16 -0.90 1.63
C: -4.10 0.15 1.65
C: 0.79 -2.18 3.35
N: -2.34 -0.55 0.13
H: -1.94 -2.72 1.11
H: -1.90 2.23 -2.46
H: -0.01 0.37 3.98
C: -3.74 -0.62 -1.83
C: -3.04 -2.71 -0.72
C: -2.46 2.28 2.43
H: -1.94 -5.07 1.56
C: -3.06 -1.29 -0.78
H: -5.20 -3.32 -3.25
F: 1.72 -2.24 4.30
C: -4.47 1.54 -2.97
C: 2.17 -0.92 1.62
H: -0.35 -2.58 -0.84
C: -2.58 -4.74 0.74
H: -4.07 2.82 3.74
H: -1.88 0.71 -3.38

Values from the calculation:
E_HOMO (alpha / beta): -11.86 / -11.83 eV
Maximum force: 0.098 hartree/bohr
HOMO-LUMO gap (alpha / beta): 5.464 / 5.404 eV
Electronic energy: -2000.99448 a.u.
Total charge: +1

Atomic partial charges in e from the natural (NBO) method, atoms 1 to 6: atom 1 (C): -0.30, atom 2 (H): 0.25, atom 3 (F): -0.29, atom 4 (H): 0.24, atom 5 (F): -0.46, atom 6 (F): -0.32